w.
DFT (the ωB97M-V functional and the def2-TZVPD basis) results for an isolated molecule of CH2N4O.

CARTESIAN COORDINATES (ANGSTROEM)
C -0.73513 -0.03171 -0.08584
H -0.09515 -2.03310 0.17183
H -0.18545 2.04726 0.25385
N 0.14438 -1.06609 -0.08983
N 1.50251 -0.54144 -0.03011
N 1.27170 0.66292 -0.08181
N 0.02642 1.00942 -0.08570
O -1.92927 -0.04726 -0.05238

Computed properties:
Kohn-Sham gap = 10.74 eV
SMILES = O=c1[nH]nn[nH]1
2S+1 = 1
highest occupied orbital energy = -10.0 eV
total charge = 0
M = 86.1 g/mol
LUMO = 0.70 eV



x.
DFT (the ωB97M-V functional and the def2-TZVPD basis) results for an isolated molecule of CH2N4O.

CARTESIAN COORDINATES (ANGSTROEM)
N -1.35764 -0.32105 0.19331
C -0.03736 -0.19255 -0.02410
N 0.92138 -0.99365 -0.37671
O 2.02398 -0.16033 -0.33914
N 1.65302 1.08425 0.01446
N 0.41853 1.09615 0.20545
H -1.91551 -1.13566 -0.00556
H -1.70639 0.62283 0.33229

Computed properties:
Kohn-Sham gap = 10.57 eV
SMILES = Nc1nnon1
2S+1 = 1
highest occupied orbital energy = -9.9 eV
total charge = 0
M = 86.1 g/mol
LUMO = 0.65 eV



y.
DFT (the ωB97M-V functional and the def2-TZVPD basis) results for an isolated molecule of CH2N4O.

CARTESIAN COORDINATES (ANGSTROEM)
C -0.47194 -0.24968 -0.01840
H -2.17560 0.39390 0.06249
H 0.22786 1.74528 -0.00034
N -1.72767 -0.50725 -0.02304
N 0.44806 0.74216 -0.00339
N 1.69551 0.23953 -0.01059
N 1.63277 -1.00542 -0.01614
O 0.37100 -1.35853 0.00941

Computed properties:
Kohn-Sham gap = 10.16 eV
SMILES = [H]/N=c1\[nH]nno1
2S+1 = 1
highest occupied orbital energy = -9.7 eV
total charge = 0
M = 86.1 g/mol
LUMO = 0.50 eV



z.
DFT (the ωB97M-V functional and the def2-TZVPD basis) results for an isolated molecule of CH2N4O.

CARTESIAN COORDINATES (ANGSTROEM)
C -0.22858 -0.56079 -0.57379
H 1.29293 -1.16481 1.05858
H -1.39696 1.05650 -0.78931
N 0.75319 -0.46881 0.50759
N 0.81985 0.67395 1.01942
N 0.01877 1.38336 0.49389
N -0.81775 0.54142 -0.27917
O -0.44146 -1.46082 -1.43721

Computed properties:
Kohn-Sham gap = 10.96 eV
SMILES = O=c1[nH]nn[nH]1
2S+1 = 1
highest occupied orbital energy = -10.1 eV
total charge = 0
M = 86.1 g/mol
LUMO = 0.84 eV



Stability ranking, top and bottom: w is the most stable and y is the least stable.



w.
DFT (the ωB97M-V functional and the def2-TZVPD basis) results for an isolated molecule of C3H6N4S.

CARTESIAN COORDINATES (ANGSTROEM)
C 1.50865 -1.59340 0.15285
C 0.16380 -1.37170 0.04971
C -0.05822 0.05822 -0.19190
H 1.31869 2.62393 -0.12549
H 1.20867 1.76154 1.32146
H 3.02720 -0.35115 -0.66393
H 1.91386 -2.62283 0.26991
H -0.69441 -1.97033 0.43927
H -3.31772 1.01518 0.22230
N 1.66722 1.73855 0.32324
N 1.22549 0.61107 -0.34493
N 2.17062 -0.40987 -0.06036
N -1.12004 0.76672 -0.27228
S -2.54654 -0.12253 0.05955

Computed properties:
Kohn-Sham gap = 8.49 eV
SMILES = Nn1[nH]cc/c1=N\S
2S+1 = 1
highest occupied orbital energy = -7.6 eV
total charge = 0
M = 130.2 g/mol
LUMO = 0.88 eV



x.
DFT (the ωB97M-V functional and the def2-TZVPD basis) results for an isolated molecule of C3H6N4S.

CARTESIAN COORDINATES (ANGSTROEM)
C 2.20966 0.23519 -0.06719
C -0.74347 -1.60290 -0.08506
C -0.26283 0.59713 -0.09335
H 2.21226 1.32128 -0.19412
H 2.77319 -0.22317 -0.88718
H 2.67473 0.01365 0.88901
H -1.34566 -2.54322 -0.10413
H -3.15537 0.14949 1.17652
H -1.20328 2.24090 -0.13404
N 0.84562 -0.21473 -0.09112
N 0.53318 -1.55252 -0.07340
N -1.31753 -0.33292 -0.09253
N -0.25915 1.87320 -0.08795
S -2.96135 0.03861 -0.15544

Computed properties:
Kohn-Sham gap = 8.66 eV
SMILES = [H]/N=c1\n(S)cnn1C
2S+1 = 1
highest occupied orbital energy = -8.1 eV
total charge = 0
M = 130.2 g/mol
LUMO = 0.52 eV



Stability ranking, top and bottom: x is the most stable and w is the least stable.



w.
DFT (the ωB97M-V functional and the def2-TZVPD basis) results for a cluster of 2 separate species, C4H12 in total.

CARTESIAN COORDINATES (ANGSTROEM)
C -0.01259 -2.02114 1.66698
C 1.24038 -1.55252 1.18612
H -0.74157 -1.33912 2.11406
H -0.65731 -2.24665 0.84073
H -0.04501 -2.82789 2.23705
H 1.69467 -0.66879 1.60472
H 1.05062 -1.13356 0.21392
H 2.14043 -2.23995 1.44253
C -0.67567 2.03785 -2.14838
C -0.51710 1.33489 -0.79824
H -0.20259 2.94158 -2.09593
H -0.28487 1.42580 -2.83621
H -1.69818 2.42795 -2.32296
H -1.32312 0.77125 -0.36054
H 0.50837 0.97382 -0.67985
H -0.47646 2.11647 -0.06401

Computed properties:
Kohn-Sham gap = 11.81 eV
SMILES = CC.CC
2S+1 = 1
highest occupied orbital energy = -10.7 eV
total charge = 0
M = 60.1 g/mol
LUMO = 1.14 eV



x.
DFT (the ωB97M-V functional and the def2-TZVPD basis) results for a cluster of 2 separate species, C4H12 in total.

CARTESIAN COORDINATES (ANGSTROEM)
C -0.12317 -1.04627 1.18000
C -0.15144 -2.16665 2.22303
H -1.11473 -0.59210 1.10524
H 0.59283 -0.26619 1.43133
H 0.10778 -1.43313 0.18708
H 0.78070 -2.73309 2.15297
H -0.98461 -2.84553 2.05691
H -0.19098 -1.77550 3.23933
C -0.00186 0.92097 -2.02970
C 0.27113 2.29632 -1.37144
H 0.87216 0.28417 -1.90050
H -0.84722 0.44831 -1.54185
H -0.16584 1.04941 -3.09691
H 0.67991 2.13870 -0.37556
H -0.68354 2.81738 -1.30512
H 0.95887 2.90320 -1.95482

Computed properties:
Kohn-Sham gap = 12.98 eV
SMILES = CC.CC
2S+1 = 1
highest occupied orbital energy = -11.8 eV
total charge = 0
M = 60.1 g/mol
LUMO = 1.15 eV



y.
DFT (the ωB97M-V functional and the def2-TZVPD basis) results for a cluster of 2 separate species, C4H12 in total.

CARTESIAN COORDINATES (ANGSTROEM)
C 1.91776 1.16210 -1.31617
C 0.53639 1.04223 -1.97559
H 1.96624 1.08086 -0.19368
H 2.64145 0.29714 -1.68295
H 2.71178 2.07565 -1.40847
H 0.35780 1.30179 -2.99213
H -0.13438 1.95714 -1.59427
H 0.14687 0.03620 -1.68149
C -1.42158 -1.41125 2.27789
C -1.12561 -0.82198 0.94865
H -2.05104 -2.24898 1.99313
H -0.51260 -1.71032 2.83475
H -2.00825 -0.71815 2.93073
H -2.00574 -0.70728 0.42584
H -0.46252 -1.44143 0.37268
H -0.55658 0.10627 1.06109

Computed properties:
Kohn-Sham gap = 12.19 eV
SMILES = CC.CC
2S+1 = 1
highest occupied orbital energy = -11.1 eV
total charge = 0
M = 60.1 g/mol
LUMO = 1.09 eV



z.
DFT (the ωB97M-V functional and the def2-TZVPD basis) results for a cluster of 2 separate species, C4H12 in total.

CARTESIAN COORDINATES (ANGSTROEM)
C -1.16578 -0.06226 -2.59294
C -0.82449 -1.37048 -1.75338
H -1.33690 0.69912 -1.89631
H -0.24935 0.27855 -3.11962
H -1.95171 -0.25443 -3.36234
H -0.98332 -1.16691 -0.76888
H 0.25911 -1.53776 -1.87508
H -1.51740 -2.15810 -1.96061
C 1.38986 0.55128 1.47075
C 0.58033 0.83874 2.80336
H 0.88052 -0.17802 0.79585
H 1.65919 1.46426 0.89262
H 2.28189 0.22563 2.10173
H 0.05449 -0.04691 3.24637
H 1.16485 1.21575 3.65456
H -0.14090 1.71510 2.72490

Computed properties:
Kohn-Sham gap = 12.15 eV
SMILES = CC.CC
2S+1 = 1
highest occupied orbital energy = -11.1 eV
total charge = 0
M = 60.1 g/mol
LUMO = 1.08 eV



Stability ranking, top and bottom: x is the most stable and w is the least stable.



w.
DFT (the ωB97M-V functional and the def2-TZVPD basis) results for a cluster of 2 separate species, C4H12 in total.

CARTESIAN COORDINATES (ANGSTROEM)
C 1.34948 -1.37695 0.96377
C 0.28182 -2.39978 1.59945
H 1.03292 -0.32841 0.92161
H 2.31983 -1.38789 1.39335
H 1.55683 -1.60188 -0.07639
H 0.37835 -2.44695 2.67010
H -0.66242 -2.09409 1.27602
H 0.36011 -3.46573 1.20751
C -0.50026 1.28616 -1.48022
C -1.24339 2.47426 -0.99387
H -0.21964 1.41305 -2.58279
H 0.54143 1.10323 -1.05969
H -1.21418 0.55361 -1.36081
H -1.09073 2.41755 0.14213
H -2.29863 2.47940 -1.35021
H -0.59152 3.37442 -1.26996

Computed properties:
Kohn-Sham gap = 12.26 eV
SMILES = CC.CC
2S+1 = 1
highest occupied orbital energy = -11.2 eV
total charge = 0
M = 60.1 g/mol
LUMO = 1.10 eV



x.
DFT (the ωB97M-V functional and the def2-TZVPD basis) results for a cluster of 2 separate species, C4H12 in total.

CARTESIAN COORDINATES (ANGSTROEM)
C -2.74298 0.18977 -0.01182
C -1.72373 -0.79849 -0.54213
H -2.48610 0.49359 1.00035
H -2.81556 1.04248 -0.69040
H -3.77566 -0.17034 -0.04323
H -0.71583 -0.39936 -0.42369
H -1.87630 -1.05501 -1.59282
H -1.69608 -1.75451 -0.01069
C 2.71285 0.29750 0.88211
C 1.77894 0.32606 -0.32485
H 3.07169 1.29129 1.15378
H 2.26075 -0.13767 1.77820
H 3.59675 -0.33567 0.74358
H 1.23994 -0.60575 -0.43786
H 2.35452 0.49484 -1.23076
H 1.07690 1.14298 -0.15823

Computed properties:
Kohn-Sham gap = 12.59 eV
SMILES = CC.CC
2S+1 = 1
highest occupied orbital energy = -11.5 eV
total charge = 0
M = 60.1 g/mol
LUMO = 1.12 eV



y.
DFT (the ωB97M-V functional and the def2-TZVPD basis) results for a cluster of 2 separate species, C4H12 in total.

CARTESIAN COORDINATES (ANGSTROEM)
C 1.28991 1.21025 2.17261
C 2.25992 1.14924 1.02879
H 1.43194 1.66768 3.14157
H 0.24863 1.40099 1.90660
H 1.14873 0.15111 2.52629
H 2.31065 0.21183 0.51820
H 3.22089 1.41832 1.17742
H 2.05443 1.85960 0.18204
C -1.18760 -1.65426 -1.65300
C -2.32857 -0.65519 -1.43168
H -0.49508 -1.69212 -0.85582
H -1.45462 -2.60687 -2.01700
H -0.61970 -1.05836 -2.47773
H -2.61906 -0.66823 -0.37200
H -2.05098 0.28778 -1.88415
H -3.20947 -1.02174 -1.96212

Computed properties:
Kohn-Sham gap = 12.31 eV
SMILES = CC.CC
2S+1 = 1
highest occupied orbital energy = -11.3 eV
total charge = 0
M = 60.1 g/mol
LUMO = 1.03 eV



z.
DFT (the ωB97M-V functional and the def2-TZVPD basis) results for a cluster of 2 separate species, C4H12 in total.

CARTESIAN COORDINATES (ANGSTROEM)
C -1.72067 -1.08189 1.83714
C -1.35773 -0.19469 0.64713
H -1.69010 -2.11429 1.42789
H -1.00361 -0.93994 2.64415
H -2.66652 -0.75746 2.25841
H -1.58100 0.85195 0.88192
H -1.83462 -0.58361 -0.25776
H -0.25719 -0.23931 0.40620
C 1.56070 1.36954 -1.04122
C 1.49112 -0.10103 -1.45681
H 1.94492 1.17582 -0.03588
H 2.21285 1.98182 -1.70464
H 0.72020 2.07332 -1.06511
H 0.45075 -0.44672 -1.39825
H 2.07321 -0.72073 -0.75934
H 1.94410 -0.30361 -2.42828

Computed properties:
Kohn-Sham gap = 12.39 eV
SMILES = CC.CC
2S+1 = 1
highest occupied orbital energy = -11.3 eV
total charge = 0
M = 60.1 g/mol
LUMO = 1.14 eV



Stability ranking, top and bottom: x is the most stable and y is the least stable.